The following is a DFT calculation (ωB97M-V/def2-TZVPD) of a structure of composition C3H10N4 in a non-equilibrium geometry.

Each line ends with the Mulliken charge.
Atoms and positions in Å:
C (-1.765860, 0.347291, 0.072365)  -1.29
N (0.394982, 1.346755, -1.671089)  -0.58
C (0.745290, 1.014549, -0.369539)  0.23
C (-0.303145, 0.342592, 0.455899)  -0.18
H (-0.165406, 0.640460, -2.137087)  0.21
H (1.172725, 1.591360, -2.271881)  0.25
H (1.442991, 1.694601, 0.107980)  0.38
H (-0.154632, 0.530658, 1.522905)  0.41
H (-2.195286, 1.354457, 0.089086)  0.33
H (-1.926987, -0.072322, -0.925798)  0.31
H (-2.336883, -0.262976, 0.778457)  0.36
N (0.458569, -2.032689, 1.053944)  -0.60
N (0.393168, -1.115989, 0.015418)  0.14
N (1.635504, -0.611362, -0.329536)  -0.64
H (-0.426469, -2.519119, 1.169576)  0.24
H (0.782679, -1.664832, 1.947469)  0.22
H (2.248760, -0.583434, 0.491832)  0.23

Forces on the atoms, in the same order (eV/Å):
C -0.033 0.352 -0.050
N -0.092 0.238 -0.286
C 2.402 -2.375 -0.910
C 0.515 -3.164 -0.611
H 0.094 0.072 0.233
H -0.036 0.019 0.252
H -0.272 0.273 -0.126
H 0.105 -0.180 -0.002
H 0.049 -0.077 0.025
H 0.126 0.074 0.152
H 0.124 0.027 -0.047
N 0.069 -0.986 -0.124
N -3.898 1.754 2.219
N 0.759 3.310 -0.838
H 0.283 0.164 -0.134
H -0.048 0.310 -0.030
H -0.147 0.187 0.277

## Properties
relative energy (zero: lowest compared OMol25 entry of this formula, charge and spin) = 3.795 eV
molar mass = 102.14 g/mol
Kohn-Sham gap = 8.359 eV
LUMO level = 1.04 eV
spin multiplicity = 1
calculated total energy = -9229.789 eV
HOMO energy = -7.320 eV